1.
DFT (the ωB97M-V functional and the def2-TZVPD basis) results for a molecular structure, C78H195N13 at a distorted geometry.

The geometry in ORCA input format:
```
! wB97M-V def2-TZVPD RIJCOSX def2/J DEFGRID3
* xyz 0 1
C -10.515 -10.902 -6.041
C -9.704 -11.398 -7.246
N -10.393 -12.530 -7.929
C -11.629 -12.120 -8.575
C -12.407 -13.433 -8.878
C -9.431 -13.289 -8.724
C -8.954 -12.557 -9.971
H -10.746 -11.709 -5.345
H -11.433 -10.348 -6.232
H -9.989 -10.110 -5.508
H -9.401 -10.611 -7.938
H -8.728 -11.725 -6.887
H -12.200 -11.382 -8.011
H -11.384 -11.536 -9.462
H -13.406 -13.282 -9.287
H -11.867 -13.955 -9.667
H -12.517 -14.030 -7.973
H -9.848 -14.268 -8.960
H -8.584 -13.514 -8.076
H -8.056 -13.063 -10.325
H -8.681 -11.533 -9.715
H -9.736 -12.607 -10.728
C -7.452 -8.868 -4.710
C -8.867 -8.288 -4.789
N -9.517 -8.571 -6.077
C -10.968 -8.471 -5.842
C -11.401 -7.056 -5.423
C -8.988 -7.773 -7.183
C -9.593 -8.161 -8.598
H -7.426 -9.951 -4.834
H -7.065 -8.632 -3.719
H -6.785 -8.430 -5.452
H -9.426 -8.627 -3.916
H -8.747 -7.208 -4.707
H -11.533 -8.765 -6.727
H -11.264 -9.213 -5.100
H -10.931 -6.703 -4.505
H -11.182 -6.309 -6.186
H -12.479 -6.966 -5.287
H -7.916 -7.948 -7.268
H -9.083 -6.699 -7.026
H -10.640 -7.862 -8.649
H -9.551 -9.245 -8.700
H -9.067 -7.637 -9.396
C -10.943 -8.311 0.007
C -10.207 -8.362 -1.366
N -10.860 -7.600 -2.457
C -12.236 -8.115 -2.775
C -12.301 -9.621 -3.138
C -10.787 -6.125 -2.411
C -9.467 -5.520 -2.203
H -11.845 -8.912 -0.104
H -11.288 -7.322 0.311
H -10.391 -8.838 0.786
H -9.184 -8.013 -1.228
H -10.030 -9.385 -1.699
H -12.920 -7.924 -1.947
H -12.522 -7.557 -3.667
H -11.545 -9.882 -3.879
H -12.258 -10.323 -2.305
H -13.269 -9.854 -3.581
H -11.500 -5.843 -1.636
H -11.170 -5.650 -3.314
H -9.055 -5.652 -1.203
H -9.514 -4.443 -2.365
H -8.759 -6.071 -2.821
C -8.150 -14.249 0.815
C -8.823 -15.010 -0.359
N -8.647 -14.279 -1.608
C -9.589 -14.850 -2.598
C -11.063 -14.463 -2.394
C -7.308 -14.455 -2.176
C -6.842 -13.493 -3.262
H -8.451 -13.201 0.801
H -7.081 -14.455 0.762
H -8.466 -14.689 1.760
H -8.510 -16.053 -0.312
H -9.900 -15.051 -0.196
H -9.496 -15.936 -2.602
H -9.334 -14.500 -3.598
H -11.661 -14.622 -3.292
H -11.057 -13.400 -2.150
H -11.492 -14.841 -1.466
H -6.607 -14.232 -1.371
H -7.059 -15.444 -2.562
H -5.866 -13.718 -3.694
H -7.556 -13.442 -4.084
H -6.833 -12.448 -2.954
C -5.448 -13.025 -8.583
C -6.581 -12.485 -7.697
N -6.021 -11.280 -7.040
C -6.876 -10.775 -5.962
C -7.025 -11.783 -4.806
C -5.699 -10.128 -7.959
C -6.898 -9.543 -8.712
H -4.490 -13.091 -8.067
H -5.314 -12.571 -9.565
H -5.693 -14.065 -8.796
H -7.496 -12.373 -8.279
H -6.779 -13.291 -6.991
H -6.411 -9.921 -5.471
H -7.850 -10.438 -6.316
H -6.088 -12.277 -4.551
H -7.407 -11.369 -3.873
H -7.773 -12.524 -5.092
H -4.888 -10.401 -8.636
H -5.291 -9.342 -7.324
H -7.262 -10.392 -9.291
H -6.596 -8.822 -9.471
H -7.687 -9.131 -8.083
C -8.659 -8.357 0.749
C -8.649 -6.972 1.360
N -8.498 -7.031 2.806
C -7.131 -7.263 3.313
C -7.033 -7.772 4.773
C -8.992 -5.806 3.467
C -10.539 -5.885 3.434
H -7.640 -8.713 0.896
H -8.856 -8.388 -0.322
H -9.428 -8.967 1.223
H -7.874 -6.379 0.875
H -9.571 -6.481 1.048
H -6.658 -7.992 2.655
H -6.546 -6.351 3.189
H -5.989 -7.824 5.083
H -7.496 -7.058 5.454
H -7.540 -8.728 4.907
H -8.623 -4.876 3.036
H -8.711 -5.741 4.518
H -10.969 -5.723 2.445
H -11.002 -5.129 4.068
H -10.875 -6.847 3.822
C -9.952 -10.979 -4.034
C -9.037 -11.630 -3.059
N -8.835 -10.894 -1.809
C -8.416 -11.806 -0.725
C -8.145 -11.104 0.646
C -8.071 -9.646 -1.986
C -6.707 -9.867 -2.498
H -10.082 -11.655 -4.879
H -9.551 -10.040 -4.414
H -10.887 -10.663 -3.570
H -9.394 -12.625 -2.792
H -8.092 -11.878 -3.543
H -9.180 -12.557 -0.526
H -7.490 -12.322 -0.982
H -8.086 -11.855 1.434
H -7.212 -10.541 0.650
H -8.888 -10.339 0.872
H -7.891 -9.044 -1.095
H -8.695 -9.003 -2.607
H -6.188 -8.919 -2.640
H -6.698 -10.326 -3.486
H -6.090 -10.442 -1.807
C -10.442 -13.646 1.269
C -11.575 -12.564 1.569
N -12.570 -12.497 0.482
C -13.670 -11.568 0.806
C -14.519 -11.929 2.082
C -12.063 -12.190 -0.848
C -11.306 -10.860 -0.813
H -9.798 -13.225 0.496
H -10.800 -14.621 0.939
H -9.786 -13.825 2.120
H -12.064 -12.970 2.455
H -11.187 -11.593 1.878
H -14.400 -11.362 0.023
H -13.338 -10.538 0.938
H -15.514 -11.484 2.072
H -13.984 -11.607 2.975
H -14.771 -12.987 2.147
H -11.426 -13.019 -1.158
H -12.909 -12.136 -1.534
H -10.562 -10.764 -0.022
H -10.813 -10.729 -1.776
H -12.005 -10.024 -0.801
C -9.318 -10.874 2.313
C -9.869 -9.882 3.337
N -11.321 -10.031 3.541
C -12.148 -9.651 2.434
C -12.087 -8.168 2.067
C -11.869 -9.556 4.804
C -11.226 -10.232 6.015
H -9.817 -11.813 2.551
H -8.239 -10.992 2.416
H -9.517 -10.686 1.258
H -9.321 -10.071 4.260
H -9.598 -8.857 3.088
H -11.812 -10.218 1.566
H -13.188 -9.974 2.489
H -11.109 -7.991 1.620
H -12.793 -7.878 1.289
H -12.390 -7.625 2.962
H -12.946 -9.713 4.871
H -11.803 -8.480 4.963
H -11.493 -11.288 5.972
H -11.711 -9.847 6.912
H -10.146 -10.145 6.137
C -7.281 -7.308 -1.350
C -5.894 -7.049 -2.032
N -6.028 -6.946 -3.467
C -6.528 -5.590 -3.777
C -7.130 -5.401 -5.190
C -4.687 -7.138 -4.097
C -4.225 -8.573 -4.208
H -7.939 -8.052 -1.800
H -7.894 -6.408 -1.396
H -7.241 -7.618 -0.305
H -5.379 -6.176 -1.631
H -5.267 -7.909 -1.797
H -7.416 -5.433 -3.165
H -5.688 -4.903 -3.680
H -7.278 -4.332 -5.348
H -6.411 -5.803 -5.904
H -8.097 -5.866 -5.379
H -3.933 -6.534 -3.593
H -4.665 -6.781 -5.127
H -5.065 -9.225 -4.448
H -3.848 -8.899 -3.239
H -3.462 -8.789 -4.956
C -2.438 -13.636 -0.693
C -3.026 -13.070 0.622
N -4.361 -13.540 0.953
C -5.373 -13.402 -0.116
C -5.834 -11.949 -0.318
C -4.843 -13.101 2.287
C -3.814 -13.479 3.374
H -2.513 -14.723 -0.652
H -1.390 -13.356 -0.793
H -2.967 -13.232 -1.557
H -2.280 -13.477 1.305
H -3.027 -11.986 0.731
H -4.962 -13.786 -1.049
H -6.236 -13.991 0.196
H -6.394 -11.570 0.537
H -4.939 -11.351 -0.485
H -6.489 -11.859 -1.185
H -5.796 -13.571 2.529
H -4.957 -12.019 2.346
H -4.188 -13.225 4.365
H -2.900 -12.886 3.325
H -3.555 -14.537 3.329
C -7.075 -10.620 6.017
C -6.544 -11.636 4.972
N -5.512 -11.112 4.051
C -4.266 -10.946 4.788
C -3.057 -10.603 3.948
C -5.841 -9.952 3.173
C -7.105 -10.116 2.373
H -6.298 -10.202 6.657
H -7.779 -11.102 6.695
H -7.665 -9.832 5.550
H -6.125 -12.463 5.546
H -7.376 -12.103 4.446
H -3.958 -11.748 5.459
H -4.386 -10.079 5.437
H -2.157 -10.788 4.535
H -3.065 -9.563 3.622
H -3.112 -11.192 3.032
H -5.918 -8.982 3.664
H -5.072 -9.830 2.410
H -7.234 -9.339 1.619
H -7.088 -11.067 1.839
H -7.918 -10.177 3.097
C -1.081 -13.694 -2.671
C -1.927 -13.753 -3.995
N -3.345 -13.571 -3.736
C -3.740 -12.254 -3.247
C -5.087 -12.327 -2.496
C -4.125 -14.134 -4.811
C -3.967 -13.393 -6.166
H -1.070 -12.674 -2.289
H -0.025 -13.773 -2.927
H -1.322 -14.420 -1.894
H -1.539 -13.038 -4.719
H -1.768 -14.717 -4.479
H -2.938 -11.804 -2.661
H -3.719 -11.562 -4.089
H -5.144 -11.475 -1.820
H -5.960 -12.158 -3.126
H -5.263 -13.194 -1.859
H -5.140 -14.077 -4.419
H -3.900 -15.201 -4.817
H -4.488 -12.437 -6.112
H -4.464 -13.912 -6.986
H -2.916 -13.302 -6.443
*
```

Gap between HOMO and LUMO   7.662 eV
Largest force on an atom   11.43 eV Å⁻¹
LUMO   0.55 eV
E   -3797.8097 a.u.
Energy above the lowest of the compared OMol25 structures with the same formula, charge and spin   7193.3 kJ/mol
E_HOMO   -7.110 eV
M   1315.5 g mol⁻¹


2.
DFT (the ωB97M-V functional and the def2-TZVPD basis) results for 7 unconnected molecules or ions with the total composition C23H47N2O19 at a distorted geometry.

The geometry in ORCA input format:
```
! wB97M-V def2-TZVPD RIJCOSX def2/J DEFGRID3
* xyz -1 1
C -0.357 -3.653 0.758
C -0.110 -2.282 -0.104
C -0.624 -0.902 0.620
O -2.102 -0.719 0.597
N -2.708 -1.530 1.483
C -4.071 -1.834 0.847
C -4.071 -3.224 -0.059
N -3.566 -3.187 -1.336
H 0.590 -4.347 0.565
H -1.293 -4.281 0.373
H -0.511 -3.489 1.914
H 1.069 -2.181 -0.250
H -0.551 -2.415 -1.195
H -0.190 -0.003 -0.036
H -0.161 -0.725 1.705
H -4.254 -0.956 0.063
H -4.946 -1.891 1.639
H -4.512 -4.248 0.344
H -3.232 -2.211 -1.539
C 1.886 5.275 2.057
O 0.758 5.242 1.186
C 0.257 4.000 0.967
O 0.685 2.960 1.442
O -0.804 4.116 0.128
C -1.436 2.878 -0.193
H 2.203 6.316 2.161
H 1.619 4.896 3.049
H 2.717 4.702 1.634
H -1.836 2.404 0.709
H -0.737 2.210 -0.706
H -2.269 3.090 -0.869
C 0.064 3.691 -3.654
O -0.771 2.535 -3.636
C -0.641 1.735 -4.723
O 0.106 1.927 -5.670
O -1.486 0.683 -4.575
C -1.456 -0.250 -5.654
H -0.122 4.258 -2.738
H 1.120 3.404 -3.672
H -0.179 4.330 -4.510
H -0.460 -0.695 -5.752
H -1.760 0.231 -6.589
H -2.169 -1.048 -5.430
C -1.989 -6.548 3.800
O -0.762 -6.790 3.114
C -0.048 -7.837 3.599
O -0.369 -8.551 4.536
O 1.084 -7.952 2.860
C 1.939 -9.021 3.260
H -2.477 -5.690 3.329
H -2.656 -7.412 3.714
H -1.803 -6.304 4.851
H 1.430 -9.984 3.153
H 2.283 -8.876 4.289
H 2.813 -9.019 2.602
C -2.418 1.024 3.521
O -3.488 1.756 4.116
C -3.943 1.232 5.282
O -3.520 0.226 5.829
O -4.951 2.021 5.733
C -5.530 1.588 6.962
H -2.134 1.532 2.596
H -1.548 1.005 4.185
H -2.739 0.007 3.271
H -4.784 1.591 7.763
H -5.975 0.594 6.849
H -6.324 2.291 7.228
C 3.746 -1.048 -4.150
O 4.085 -2.390 -4.490
C 3.672 -3.316 -3.588
O 3.059 -3.089 -2.557
O 4.058 -4.539 -4.033
C 3.688 -5.618 -3.178
H 4.125 -0.393 -4.940
H 2.659 -0.926 -4.095
H 4.217 -0.757 -3.206
H 2.599 -5.680 -3.084
H 4.157 -5.511 -2.195
H 4.047 -6.547 -3.631
C 5.431 8.702 -3.338
O 4.641 8.785 -2.153
C 3.674 7.837 -2.059
O 3.447 6.961 -2.879
O 3.005 8.032 -0.895
C 1.951 7.100 -0.661
H 6.170 9.507 -3.308
H 5.963 7.746 -3.381
H 4.808 8.840 -4.228
H 2.345 6.081 -0.596
H 1.190 7.174 -1.443
H 1.486 7.350 0.297
*
```

Gap between HOMO and LUMO   3.415 eV
Largest force on an atom   5.79 eV Å⁻¹
LUMO   1.94 eV
E   -2443.4742 a.u.
E_HOMO   -1.474 eV
M   655.6 g mol⁻¹


Please write out number 2 again, unchanged.
DFT (the ωB97M-V functional and the def2-TZVPD basis) results for 7 unconnected molecules or ions with the total composition C23H47N2O19 at a distorted geometry.

The geometry in ORCA input format:
```
! wB97M-V def2-TZVPD RIJCOSX def2/J DEFGRID3
* xyz -1 1
C -0.357 -3.653 0.758
C -0.110 -2.282 -0.104
C -0.624 -0.902 0.620
O -2.102 -0.719 0.597
N -2.708 -1.530 1.483
C -4.071 -1.834 0.847
C -4.071 -3.224 -0.059
N -3.566 -3.187 -1.336
H 0.590 -4.347 0.565
H -1.293 -4.281 0.373
H -0.511 -3.489 1.914
H 1.069 -2.181 -0.250
H -0.551 -2.415 -1.195
H -0.190 -0.003 -0.036
H -0.161 -0.725 1.705
H -4.254 -0.956 0.063
H -4.946 -1.891 1.639
H -4.512 -4.248 0.344
H -3.232 -2.211 -1.539
C 1.886 5.275 2.057
O 0.758 5.242 1.186
C 0.257 4.000 0.967
O 0.685 2.960 1.442
O -0.804 4.116 0.128
C -1.436 2.878 -0.193
H 2.203 6.316 2.161
H 1.619 4.896 3.049
H 2.717 4.702 1.634
H -1.836 2.404 0.709
H -0.737 2.210 -0.706
H -2.269 3.090 -0.869
C 0.064 3.691 -3.654
O -0.771 2.535 -3.636
C -0.641 1.735 -4.723
O 0.106 1.927 -5.670
O -1.486 0.683 -4.575
C -1.456 -0.250 -5.654
H -0.122 4.258 -2.738
H 1.120 3.404 -3.672
H -0.179 4.330 -4.510
H -0.460 -0.695 -5.752
H -1.760 0.231 -6.589
H -2.169 -1.048 -5.430
C -1.989 -6.548 3.800
O -0.762 -6.790 3.114
C -0.048 -7.837 3.599
O -0.369 -8.551 4.536
O 1.084 -7.952 2.860
C 1.939 -9.021 3.260
H -2.477 -5.690 3.329
H -2.656 -7.412 3.714
H -1.803 -6.304 4.851
H 1.430 -9.984 3.153
H 2.283 -8.876 4.289
H 2.813 -9.019 2.602
C -2.418 1.024 3.521
O -3.488 1.756 4.116
C -3.943 1.232 5.282
O -3.520 0.226 5.829
O -4.951 2.021 5.733
C -5.530 1.588 6.962
H -2.134 1.532 2.596
H -1.548 1.005 4.185
H -2.739 0.007 3.271
H -4.784 1.591 7.763
H -5.975 0.594 6.849
H -6.324 2.291 7.228
C 3.746 -1.048 -4.150
O 4.085 -2.390 -4.490
C 3.672 -3.316 -3.588
O 3.059 -3.089 -2.557
O 4.058 -4.539 -4.033
C 3.688 -5.618 -3.178
H 4.125 -0.393 -4.940
H 2.659 -0.926 -4.095
H 4.217 -0.757 -3.206
H 2.599 -5.680 -3.084
H 4.157 -5.511 -2.195
H 4.047 -6.547 -3.631
C 5.431 8.702 -3.338
O 4.641 8.785 -2.153
C 3.674 7.837 -2.059
O 3.447 6.961 -2.879
O 3.005 8.032 -0.895
C 1.951 7.100 -0.661
H 6.170 9.507 -3.308
H 5.963 7.746 -3.381
H 4.808 8.840 -4.228
H 2.345 6.081 -0.596
H 1.190 7.174 -1.443
H 1.486 7.350 0.297
*
```

Gap between HOMO and LUMO   3.415 eV
Largest force on an atom   5.79 eV Å⁻¹
LUMO   1.94 eV
E   -2443.4742 a.u.
E_HOMO   -1.474 eV
M   655.6 g mol⁻¹


What is the formula in the second record? C23H47N2O19